Record 1
Density functional theory data (ωB97M-V/def2-TZVPD) for C42H51BeBrGeN3OSi4Te as an isolated structure.

Results
- energy relative to the best compared isomer or geometry (same formula, charge and spin) (kJ/mol) = 0.0
- Kohn-Sham gap (alpha / beta) (eV) = 4.6 / 6.5

```
! RIJCOSX wB97M-V def2-TZVPD def2/J DEFGRID3
* xyz 0 2
Be -0.2835 0.9821 0.1997
Br 5.8830 11.9479 -0.8767
C 4.9778 10.2867 -0.7310
C 5.6940 9.1477 -0.3920
C 5.0374 7.9361 -0.2860
C 3.6649 7.8583 -0.5192
C 2.9675 9.0124 -0.8573
C 3.6156 10.2312 -0.9660
N 2.8905 6.6621 -0.4402
N 3.5538 5.6214 -0.1504
C 2.8613 4.4276 -0.0495
C 3.6779 3.3161 0.2093
C 3.1922 2.0296 0.3425
C 1.8178 1.8431 0.2263
O 1.1728 0.6637 0.3499
C 0.9834 2.9312 -0.0138
N -0.3607 2.5676 -0.0690
C -1.2662 3.5575 -0.3130
C -0.8875 4.8599 -0.4585
C 0.4678 5.2420 -0.3786
C 1.4444 4.2577 -0.1608
H 6.7571 9.2126 -0.2116
H 5.5764 7.0394 -0.0190
H 1.9038 8.9368 -1.0382
H 3.0697 11.1276 -1.2244
H 4.7380 3.5089 0.3013
H 3.8438 1.1907 0.5449
H -2.2962 3.2539 -0.3983
H -1.6454 5.6049 -0.6541
H 0.7547 6.2736 -0.4916
C -5.2472 -2.9554 2.3074
Si -5.5134 -2.4977 0.5134
C -4.8756 -3.8616 -0.5994
C -7.3544 -2.3484 0.1605
Si -4.5489 -0.3780 0.0533
Te -2.0428 -0.5550 0.6528
Si -4.9096 0.4632 -2.1259
C -6.7739 0.6234 -2.2975
C -4.1048 2.1432 -2.3146
C -4.2864 -0.6549 -3.4912
Si -5.1891 1.1783 1.7551
C -4.4682 2.8848 1.5004
C -4.6090 0.5490 3.4233
C -7.0595 1.3598 1.7608
H -5.4859 -4.0101 2.4541
H -5.8927 -2.3723 2.9601
H -4.2168 -2.8048 2.6251
H -5.4650 -4.7601 -0.4077
H -3.8300 -4.1032 -0.4092
H -4.9779 -3.6133 -1.6555
H -7.8458 -3.2754 0.4609
H -7.5479 -2.2036 -0.9007
H -7.8277 -1.5348 0.6969
H -7.2077 1.2548 -1.5244
H -7.2672 -0.3453 -2.2512
H -7.0113 1.0709 -3.2641
H -4.6237 2.9041 -1.7347
H -4.1317 2.4474 -3.3621
H -3.0621 2.1332 -2.0020
H -4.7343 -1.6477 -3.4405
H -3.2044 -0.7657 -3.4668
H -4.5550 -0.2146 -4.4536
H -3.4040 2.9075 1.7250
H -4.9616 3.5719 2.1909
H -4.6132 3.2639 0.4915
H -3.5562 0.2692 3.3990
H -5.1750 -0.3198 3.7483
H -4.7294 1.3311 4.1742
H -7.4334 1.7281 0.8063
H -7.3351 2.0884 2.5256
H -7.5760 0.4346 1.9922
C -1.5359 -4.6415 -4.0977
C -2.4211 -3.6790 -3.6365
C -2.2703 -3.1609 -2.3588
C -1.2427 -3.5926 -1.5312
C -0.3508 -4.5525 -2.0083
C -0.5029 -5.0792 -3.2820
Ge -0.9394 -2.8665 0.2466
C 0.9868 -2.7484 0.4715
C 1.7667 -2.1457 -0.5119
C 3.1476 -2.1823 -0.4337
C 3.7639 -2.8278 0.6288
C 2.9980 -3.4365 1.6101
C 1.6130 -3.3971 1.5320
C -1.6831 -3.9841 1.6567
C -1.5960 -3.5635 2.9837
C -2.0787 -4.3595 4.0092
C -2.6642 -5.5838 3.7179
C -2.7529 -6.0136 2.4038
C -2.2594 -5.2180 1.3782
H -1.6461 -5.0442 -5.0963
H -3.2226 -3.3284 -4.2728
H -2.9574 -2.4018 -2.0044
H 0.4687 -4.8930 -1.3866
H 0.1962 -5.8219 -3.6421
H 1.2990 -1.6395 -1.3458
H 3.7423 -1.6969 -1.1951
H 4.8432 -2.8559 0.6915
H 3.4757 -3.9445 2.4373
H 1.0238 -3.8786 2.3032
H -1.1506 -2.6043 3.2213
H -2.0023 -4.0245 5.0343
H -3.0488 -6.2029 4.5170
H -3.2025 -6.9698 2.1753
H -2.3211 -5.5686 0.3541
*
```

Atom charges from the Mulliken analysis, given in e for atoms 1 to 6: atom 1 (Be): -1.3307, atom 2 (Br): -0.2102, atom 3 (C): 0.1447, atom 4 (C): -0.6454, atom 5 (C): -0.2386, atom 6 (C): -0.0478


Record 2
Density functional theory data (ωB97M-V/def2-TZVPD) for C42H51CdF6IN2O3PS as an isolated structure at a distorted geometry.

Results
- energy relative to the best compared isomer or geometry (same formula, charge and spin) (kJ/mol) = 0.0
- Kohn-Sham gap (alpha / beta) (eV) = 8.4 / 6.2

```
! RIJCOSX wB97M-V def2-TZVPD def2/J DEFGRID3
* xyz 0 2
Cd -0.3822 0.2811 -0.2987
C 3.1126 1.9586 0.4570
C 4.1647 1.0775 -0.1702
C 4.3895 -0.1479 0.7539
C 3.7142 0.7340 -1.5704
C 4.4728 1.3354 -2.5676
C 4.0437 1.4260 -3.8469
C 3.0096 0.6830 -4.2460
C 2.2734 -0.1077 -3.3417
C 1.1599 -0.9294 -4.0292
C -0.2189 -0.6738 -3.4989
C 1.5824 -2.3986 -3.8241
C 2.5607 0.0426 -1.9975
N 1.7515 -0.5120 -0.9308
C 2.1315 -1.5950 -0.3372
C 1.5142 -2.2419 0.8150
C 2.1298 -3.5144 1.0753
C 1.8189 -4.2868 2.1893
C 1.1908 -3.7572 3.2804
C 0.5693 -2.4852 3.0804
C 0.6652 -1.7546 1.8406
N -0.0808 -0.6776 1.6867
C -0.9153 -0.1641 2.7894
C -0.2567 0.7180 3.6713
C -0.8191 1.1246 4.8515
C -2.0849 0.6688 5.1955
C -2.7429 -0.1882 4.3486
C -2.2141 -0.5986 3.1121
C -3.1199 -1.6849 2.4297
C -4.2409 -0.9584 1.6305
C -2.5021 -2.7859 1.5706
C 1.0411 1.3171 3.1842
C 2.3197 0.7090 3.8590
C 0.9668 2.8368 3.3839
H 3.3602 2.1187 1.5202
H 2.0978 1.5109 0.3775
H 3.0775 2.9309 0.0025
H 5.1598 1.5264 -0.2533
H 3.4437 -0.3641 1.2498
H 5.1074 0.0916 1.5408
H 4.6972 -0.9461 0.1572
H 5.2919 1.9815 -2.2454
H 4.6460 1.9580 -4.5771
H 2.8036 0.7192 -5.3031
H 1.1560 -0.6768 -5.1101
H -0.3193 -0.9444 -2.4145
H -0.9457 -1.2564 -3.9979
H -0.5339 0.3595 -3.6576
H 1.7913 -2.6472 -2.8059
H 2.4453 -2.5857 -4.4312
H 0.7890 -3.0331 -4.2222
H 3.0564 -2.0458 -0.6720
H 2.7592 -4.0185 0.2618
H 2.0696 -5.3093 2.2525
H 1.1784 -4.2307 4.2770
H 0.0592 -1.9037 3.7815
H -0.2403 1.7134 5.4888
H -2.5805 0.9000 6.1336
H -3.7224 -0.5850 4.6573
H -3.6059 -2.1164 3.3238
H -3.7647 -0.2609 0.9369
H -4.8735 -0.2558 2.2153
H -4.8171 -1.6588 1.0974
H -1.8520 -3.4071 2.0863
H -2.0316 -2.4648 0.6031
H -3.3498 -3.4123 1.2967
H 1.1697 1.1824 2.1552
H 2.3864 1.1217 4.9082
H 3.1477 1.1280 3.3281
H 2.3274 -0.3397 3.7849
H 1.2329 3.0184 4.4342
H -0.0765 3.1806 3.2505
H 1.6607 3.3878 2.7615
I 1.4084 9.0636 -0.6703
C 0.8373 7.0472 -0.6477
C 0.8580 6.4026 -1.8579
C 0.4858 5.0394 -1.8805
C 0.1437 4.4146 -0.7415
C 0.2494 5.0509 0.4967
C 0.5583 6.3833 0.5486
C -0.0906 2.9241 -0.7593
O -0.5732 2.4095 0.3034
O 0.1710 2.2350 -1.7777
H 1.1768 6.8757 -2.7707
H 0.4691 4.5462 -2.8827
H -0.0185 4.5695 1.4026
H 0.3918 6.9525 1.4012
O -2.4688 -0.3506 -0.8967
S -3.0605 -0.3383 -2.3255
C -3.9782 -1.8441 -2.5359
C -5.4096 -1.5354 -2.1319
C -5.7676 -0.1828 -2.6424
C -4.5510 0.6730 -2.1809
H -3.4916 -2.5532 -1.8948
H -3.7935 -2.1364 -3.5747
H -5.4790 -1.6095 -1.0508
H -6.0450 -2.2999 -2.6410
H -6.7444 0.2007 -2.3215
H -5.7266 -0.2604 -3.7019
H -4.5814 0.8942 -1.1016
H -4.3968 1.5707 -2.7756
F -0.5052 -2.9820 -1.2701
P -0.8234 -4.5654 -1.5718
F 0.7309 -4.9023 -1.9002
F -1.0948 -4.2343 -3.1487
F -1.2505 -6.0923 -1.9275
F -0.4814 -4.9256 -0.0411
F -2.3536 -4.2568 -1.2676
*
```

Atom charges from the Mulliken analysis, given in e for atoms 1 to 6: atom 1 (Cd): 3.9792, atom 2 (C): -1.5131, atom 3 (C): 0.0503, atom 4 (C): -1.4851, atom 5 (C): 0.7581, atom 6 (C): -1.3680


Record 3
Density functional theory data (ωB97M-V/def2-TZVPD) for C42H51Cl3InN9OPS5 as an isolated structure.

Results
- energy relative to the best compared isomer or geometry (same formula, charge and spin) (kJ/mol) = 127.2
- Kohn-Sham gap (eV) = 5.7

```
! RIJCOSX wB97M-V def2-TZVPD def2/J DEFGRID3
* xyz 1 1
In -0.4179 0.1447 0.0136
N -0.0941 1.6334 4.5553
C -0.2283 0.8271 3.4873
S -1.4365 1.2566 2.3536
N 0.6425 -0.1925 3.5320
N 0.7112 -1.0591 2.5458
C 1.7687 -1.8504 2.5814
C 2.7993 -1.8307 3.6549
C 3.4824 -0.6733 4.0238
C 4.4382 -0.7196 5.0258
C 4.7092 -1.9117 5.6823
C 4.0273 -3.0651 5.3269
C 3.0837 -3.0269 4.3121
C 2.0094 -2.7182 1.4510
C 3.3316 -2.9247 1.0092
C 3.5885 -3.4629 -0.2227
C 2.5130 -3.8119 -1.0559
C 1.2555 -3.7463 -0.5434
N 1.0045 -3.2609 0.6995
H -0.6660 2.4529 4.6429
H 0.6419 1.4423 5.2152
H 3.2603 0.2531 3.5157
H 4.9729 0.1832 5.2922
H 5.4537 -1.9405 6.4668
H 4.2307 -3.9970 5.8381
H 2.5492 -3.9295 4.0366
H 4.1328 -2.6041 1.6586
H 4.6036 -3.6019 -0.5698
H 2.6757 -4.1691 -2.0616
H 0.3865 -4.0925 -1.0867
C 0.7717 3.6279 -3.6879
C -0.2665 4.2116 -2.7302
S -0.7594 3.0888 -1.3768
C -2.4388 2.5740 -1.8432
C -2.5640 1.7710 -3.1290
S -1.6080 0.2137 -3.1139
C -0.8541 0.2033 -4.7713
C 0.4101 1.0389 -4.9196
S 0.0858 2.8213 -5.1767
H 1.4017 2.8995 -3.1794
H 1.4076 4.4286 -4.0665
H -1.1700 4.5192 -3.2557
H 0.1545 5.0861 -2.2338
H -3.0526 3.4721 -1.9189
H -2.7889 1.9928 -0.9855
H -2.2166 2.3443 -3.9839
H -3.6136 1.5086 -3.2744
H -1.6120 0.5113 -5.4914
H -0.6203 -0.8482 -4.9477
H 0.9510 0.7080 -5.8076
H 1.0600 0.9276 -4.0529
Cl -7.0164 4.5924 1.0799
C -6.6347 3.0517 1.7607
C -5.3737 2.8204 2.2815
C -5.0881 1.5760 2.8139
C -6.0244 0.5489 2.8380
C -5.5971 -0.7900 3.4041
C -5.6140 -1.9120 2.3464
N -4.8004 -1.5457 1.2032
C -5.2130 -1.4295 -0.0983
C -4.1161 -1.0361 -0.8085
N -3.0361 -0.9227 0.0329
C -3.4887 -1.2310 1.2313
O -6.4027 -1.1567 4.4994
C -5.6622 -1.6396 5.6081
C -4.7075 -0.6169 6.1618
C -5.0785 0.6213 6.5990
Cl -6.6592 1.2679 6.5893
S -3.7420 1.5404 7.1842
C -2.6626 0.2519 6.8406
C -3.3042 -0.8160 6.3026
C -7.2969 0.8230 2.3301
Cl -8.5779 -0.3424 2.3781
C -7.6022 2.0620 1.7869
H -4.6239 3.5997 2.2742
H -4.0981 1.3948 3.2127
H -4.5619 -0.6675 3.7431
H -6.6334 -2.0796 2.0210
H -5.2385 -2.8351 2.7931
H -6.2306 -1.6141 -0.3974
H -4.0222 -0.8551 -1.8668
H -2.8957 -1.2216 2.1326
H -5.0956 -2.5399 5.3391
H -6.4097 -1.9136 6.3525
H -1.6138 0.3558 7.0672
H -2.8039 -1.7287 6.0073
H -8.5896 2.2500 1.3900
C -0.2627 -3.6705 1.3202
H -1.0958 -3.4758 0.6509
H -0.4197 -3.1263 2.2404
H -0.2139 -4.7402 1.5325
C 6.0611 0.9503 -1.0377
N 5.1100 1.4844 -2.0080
C 4.7752 2.8534 -1.6233
N 4.2472 2.9586 -0.2673
C 5.2206 2.3883 0.6578
N 5.5722 1.0080 0.3360
C 4.4481 0.1090 0.5380
P 2.9406 0.4913 -0.5259
C 3.9241 0.6518 -2.1232
C 2.9408 2.3329 -0.1420
H 6.9784 1.5387 -1.1025
H 6.2907 -0.0872 -1.2909
H 4.0438 3.2576 -2.3270
H 5.6883 3.4492 -1.6797
H 4.8216 2.4282 1.6734
H 6.1292 2.9919 0.6125
H 4.1435 0.1434 1.5879
H 4.7690 -0.9118 0.3152
H 3.2751 1.0689 -2.8987
H 4.2151 -0.3530 -2.4453
H 2.5659 2.4731 0.8766
H 2.2369 2.8307 -0.8139
*
```

Atom charges from the Mulliken analysis, given in e for atoms 1 to 6: atom 1 (In): 0.8552, atom 2 (N): -0.2971, atom 3 (C): 0.0392, atom 4 (S): -0.0772, atom 5 (N): -0.9999, atom 6 (N): 0.6713


Record 4
Density functional theory data (ωB97M-V/def2-TZVPD) for C42H51ClGaN3O4PSSi as an isolated structure.

Results
- Kohn-Sham gap (eV) = 8.3

```
! RIJCOSX wB97M-V def2-TZVPD def2/J DEFGRID3
* xyz 1 1
Ga 1.7674 0.0199 0.8236
O 3.0930 3.8079 0.4928
C 2.8135 2.6311 0.3470
N 1.8003 1.9408 0.8939
C 1.3259 2.3510 2.1989
C 2.0115 1.4659 3.2241
C 2.2336 1.8664 4.5306
C 2.9082 1.0247 5.3958
C 3.3530 -0.2054 4.9320
C 3.0857 -0.5503 3.6256
N 2.4241 0.2585 2.7891
C 3.7461 1.7312 -0.4341
C 4.7196 2.2388 -1.2748
C 5.6325 1.3600 -1.8319
C 5.5608 0.0105 -1.5065
C 4.5535 -0.4168 -0.6660
N 3.6512 0.4265 -0.1541
H 0.2444 2.2091 2.2771
H 1.5491 3.3987 2.3991
H 1.8912 2.8425 4.8473
H 3.1001 1.3283 6.4166
H 3.8999 -0.8877 5.5662
H 3.4176 -1.5001 3.2317
H 4.7437 3.3053 -1.4498
H 6.4048 1.7206 -2.4987
H 6.2715 -0.7050 -1.8963
H 4.4524 -1.4570 -0.3947
Cl 2.0128 -2.9609 1.6419
C 0.7514 -3.6155 0.5887
C 0.0086 -4.6637 1.0928
C -0.9707 -5.2251 0.2863
C -1.1694 -4.7522 -1.0026
C -0.4055 -3.7006 -1.4823
C 0.5546 -3.0863 -0.6809
P 1.6205 -1.7329 -1.2457
C 0.7612 -0.6711 -2.4280
C 1.5901 0.2211 -3.1192
C 1.0630 1.0727 -4.0740
C -0.3003 1.0476 -4.3409
C -1.1308 0.2049 -3.6212
C -0.6091 -0.6470 -2.6563
C 2.8164 -2.6801 -2.2582
C 3.6590 -3.5721 -1.5896
C 4.5513 -4.3638 -2.2921
C 4.6135 -4.2754 -3.6775
C 3.7726 -3.4035 -4.3500
C 2.8732 -2.6110 -3.6466
H 0.1931 -5.0317 2.0921
H -1.5661 -6.0450 0.6654
H -1.9158 -5.2098 -1.6382
H -0.5517 -3.3529 -2.4969
H 2.6604 0.2304 -2.9342
H 1.7149 1.7471 -4.6142
H -0.7167 1.7032 -5.0948
H -2.1973 0.2104 -3.8043
H -1.2767 -1.2652 -2.0712
H 3.6077 -3.6637 -0.5094
H 5.1931 -5.0539 -1.7598
H 5.3093 -4.8927 -4.2304
H 3.8067 -3.3407 -5.4301
H 2.2167 -1.9453 -4.1905
C -5.1724 0.4168 0.0480
C -4.2612 -0.6626 -0.5135
C -4.2739 -0.6060 -2.0355
C -4.6759 -2.0419 -0.0257
O -2.8922 -0.4854 -0.1038
Si -1.9582 0.6704 0.5597
S -0.3452 -0.5840 1.1958
O -1.5927 1.7941 -0.5471
C -1.7395 3.2309 -0.6674
C -1.0569 3.9554 0.4799
C -1.0714 3.5964 -1.9813
C -3.2231 3.5642 -0.7026
O -2.5901 1.4234 1.8549
C -2.8776 1.1067 3.2300
C -4.0363 2.0069 3.6297
C -3.2434 -0.3627 3.3947
C -1.6396 1.4372 4.0552
H -6.1915 0.2531 -0.3064
H -4.8553 1.4061 -0.2832
H -5.1861 0.4039 1.1360
H -5.2798 -0.7827 -2.4201
H -3.6092 -1.3673 -2.4491
H -3.9428 0.3784 -2.3731
H -5.6938 -2.2707 -0.3475
H -4.6361 -2.0967 1.0622
H -4.0026 -2.7999 -0.4304
H 0.0026 3.7059 0.4959
H -1.5194 3.7001 1.4346
H -1.1458 5.0331 0.3331
H -0.0102 3.3419 -1.9489
H -1.1698 4.6664 -2.1728
H -1.5334 3.0492 -2.8028
H -3.7054 3.2552 0.2261
H -3.7091 3.0672 -1.5449
H -3.3645 4.6406 -0.8170
H -4.9104 1.8063 3.0093
H -3.7588 3.0549 3.5070
H -4.3086 1.8398 4.6734
H -4.1982 -0.5889 2.9214
H -3.3348 -0.6002 4.4565
H -2.4751 -1.0113 2.9690
H -1.3504 2.4781 3.8914
H -0.8092 0.7833 3.7786
H -1.8477 1.3040 5.1182
*
```

Atom charges from the Mulliken analysis, given in e for atoms 1 to 6: atom 1 (Ga): 0.0095, atom 2 (O): -0.7079, atom 3 (C): 0.1496, atom 4 (N): 0.8031, atom 5 (C): -0.4658, atom 6 (C): 0.5262


How do the records compare in electronic energy? In the order shown, they have -7962.4077 -3770.6083 -6101.8648 -5510.4110 hartree.